# 1
Here is a molecular structure, C28H48BrCaN3P2S in a non-equilibrium geometry from the Open Molecules 2025 dataset. Energies are from ωB97M-V/def2-TZVPD.

Geometry as XYZ:
```
84
Properties=species:S:1:pos:R:3:forces:R:3:lowdin_charge:R:1
N -6.9878 5.4579 -5.4619 -0.093 0.206 -0.190 0.067
C -6.7537 6.0417 -4.2819 0.414 -0.728 0.025 -0.115
C -5.8260 5.5148 -3.3657 0.218 -0.262 -0.341 -0.006
C -5.1080 4.3322 -3.6984 -1.190 0.504 -0.626 -0.211
C -5.4720 3.6899 -4.9091 0.109 0.704 0.332 -0.011
C -6.3701 4.3211 -5.7844 0.532 -0.323 0.960 -0.115
C -4.0732 3.7758 -2.8220 0.757 -0.698 -0.479 -0.002
Ca 0.0354 1.8986 0.9846 0.571 0.010 0.719 1.085
P 5.7181 -0.7320 -0.0267 1.830 -0.252 0.071 0.928
C -3.2129 2.7923 -3.2374 -0.930 1.095 -0.412 -0.042
C -2.2717 2.0706 -2.4197 0.197 -0.175 0.738 -0.201
C -1.2088 1.3299 -2.9673 -0.428 0.356 0.100 0.029
C -0.3835 0.5682 -2.1431 0.794 -0.826 -0.214 -0.088
C -0.7963 0.1859 -0.8567 -1.799 1.431 1.329 -0.490
C -1.8783 0.9593 -0.3063 0.114 -0.861 -0.171 -0.295
C -2.4922 1.9865 -1.0291 -0.338 -0.598 0.207 -0.013
Br 1.8458 -0.0438 0.7602 -0.085 0.429 0.532 0.195
H -3.9857 4.2517 -1.8331 -0.044 -0.433 -0.346 0.122
H -3.2243 2.4754 -4.2911 -0.077 0.253 0.524 0.120
H -5.6744 6.0362 -2.4182 0.132 -0.196 -0.260 0.111
H -5.0451 2.7184 -5.1435 -0.129 0.234 -0.206 0.101
H -7.3258 6.9564 -4.0666 0.352 -0.501 -0.061 0.120
H -6.5696 3.8604 -6.7564 -0.173 0.312 0.318 0.117
H -1.1368 1.3212 -4.0660 0.635 0.186 0.632 0.147
H -3.3471 2.5468 -0.6348 0.468 -0.341 0.179 0.129
H 0.5654 0.1849 -2.5167 -0.393 -0.120 -0.176 0.124
H -2.2461 0.5921 0.6744 -0.124 0.798 -0.606 0.028
P -0.6545 -1.5343 -0.1344 0.324 -2.686 -2.011 0.997
C 5.1065 0.9816 0.1992 -0.307 -0.307 0.004 -0.489
C 6.2496 1.9406 -0.1915 -0.354 0.037 0.189 -0.180
H 4.8027 1.0778 1.2601 0.100 0.199 -0.483 0.061
H 4.2163 1.0643 -0.4577 0.337 0.453 0.493 0.018
H 6.0438 2.9443 0.1929 0.125 -0.017 -0.200 0.062
H 7.2062 1.5911 0.2211 -0.311 0.140 -0.080 0.060
H 6.3563 1.9888 -1.2824 0.013 0.027 0.236 0.069
C 5.0097 -1.1944 -1.6476 -0.188 0.042 0.366 -0.447
C 5.8206 -2.3241 -2.2810 -0.252 -0.017 -0.293 -0.173
H 5.0307 -0.2880 -2.2726 -0.113 -0.292 0.124 0.079
H 3.9683 -1.4802 -1.4232 0.030 0.033 -0.589 0.045
H 5.5372 -2.4418 -3.3276 0.010 -0.153 -0.019 0.066
H 6.8954 -2.1210 -2.2511 -0.200 0.045 0.079 0.068
H 5.6392 -3.2757 -1.7757 0.080 0.047 -0.003 0.064
C 4.8631 -1.8292 1.1738 -0.221 0.422 -0.111 -0.471
C 5.6893 -2.0067 2.4502 -0.006 -0.207 0.051 -0.177
H 4.7491 -2.7931 0.6539 -0.159 0.202 0.221 0.077
H 3.8884 -1.3735 1.3741 0.066 -0.570 0.155 -0.056
H 5.1707 -2.6762 3.1489 0.185 0.059 -0.111 0.064
H 6.6629 -2.4451 2.1884 -0.250 0.147 0.234 0.071
H 5.8720 -1.0642 2.9873 -0.040 -0.159 -0.294 0.066
C -0.5036 -2.9013 1.3118 0.413 1.125 1.386 -0.250
C -1.4635 -4.0998 1.2123 -0.502 0.168 -0.629 -0.110
H -0.5941 -2.3662 2.2698 -0.033 -0.296 -0.266 0.057
H 0.5279 -3.2884 1.2580 -0.261 0.714 -0.253 0.085
H -2.4902 -3.8859 1.5470 0.448 0.065 -0.168 0.077
H -1.5150 -4.5027 0.1885 0.052 0.103 0.361 0.080
H -1.0968 -4.9373 1.8275 0.177 0.532 -0.035 0.102
C 0.5371 -2.3474 -1.2694 0.374 0.406 0.316 -0.367
C 0.0511 -2.4655 -2.6975 0.067 -0.367 -0.410 -0.119
H 0.7831 -3.3406 -0.8542 -0.219 0.437 -0.199 0.101
H 1.4561 -1.7501 -1.1710 -0.193 -0.288 -0.264 0.013
H -0.7694 -3.1842 -2.7461 0.115 0.036 -0.238 0.080
H -0.2898 -1.5253 -3.1356 0.013 -0.324 0.071 0.054
H 0.8799 -2.8301 -3.3112 -0.213 -0.041 -0.026 0.098
C -2.3019 -1.9924 -0.7824 0.663 0.137 -0.454 -0.340
C -3.3986 -1.6382 0.1997 -0.966 -0.073 0.223 -0.130
H -2.2695 -3.0490 -1.0560 -0.172 0.150 0.139 0.083
H -2.3912 -1.4277 -1.7158 -0.177 -0.250 0.068 0.099
H -4.0843 -0.9006 -0.2277 0.102 -0.088 0.134 0.090
H -3.9952 -2.5264 0.4150 -0.017 0.151 0.109 0.086
H -3.0409 -1.2402 1.1585 -0.064 -0.186 -0.092 0.048
C -1.4898 -0.5716 6.9722 0.076 -0.360 0.284 -0.042
N -1.4361 -0.7580 5.5021 -0.348 1.063 -1.079 -0.018
C -0.8321 0.1494 4.6827 0.840 0.157 0.288 -0.757
S -1.4544 0.6871 3.1355 -0.218 -0.456 0.513 0.535
N 0.3415 0.6835 5.0757 -0.452 -0.309 -0.786 -0.045
C 1.3123 0.0230 5.9510 0.317 0.189 0.440 -0.044
H -0.8270 0.2393 7.2911 -0.260 -0.234 -0.195 0.087
H -1.1919 -1.4986 7.4742 0.046 0.222 -0.115 0.098
H -2.5109 -0.3418 7.2976 0.194 0.047 -0.291 0.101
H -2.2597 -1.2048 5.0904 0.448 0.370 0.244 0.136
H 0.7188 1.3630 4.4092 -0.259 -0.489 0.630 0.110
H 2.2460 -0.1434 5.3940 -0.342 0.026 0.152 0.101
H 1.5278 0.6789 6.8076 -0.010 -0.369 -0.186 0.102
H 0.9256 -0.9403 6.3071 0.170 0.387 -0.212 0.090
```
Forces are in eV/Å.

Highest occupied orbital energy: -11.3 eV
Energy above the lowest of the compared OMol25 structures with the same formula, charge and spin: 0.0 kcal per mole
Net charge: +2
Frontier orbital gap: 4.85 eV
LUMO energy: -6.44 eV

---

# 2
Here is a molecular structure, C44H40AlN4O4P in a non-equilibrium geometry from the Open Molecules 2025 dataset. Energies are from ωB97M-V/def2-TZVPD.

Geometry as XYZ:
```
94
Properties=species:S:1:pos:R:3:forces:R:3:lowdin_charge:R:1
Al -0.9828 0.2557 1.1082 -1.890 0.337 0.587 0.268
C -5.7754 -2.6213 0.1033 0.353 0.682 -0.035 -0.099
C -4.4525 -1.9487 0.5607 -0.957 0.003 0.204 -0.192
C -3.4093 -2.9454 0.9869 1.786 0.282 0.750 -0.147
C -3.3595 -4.2596 0.5153 -0.071 0.141 -0.599 -0.051
C -2.3089 -5.1276 0.7916 -0.380 -0.619 0.095 -0.091
C -1.3710 -4.7511 1.7189 1.233 0.240 0.675 -0.053
C -1.3292 -3.4378 2.2487 -2.038 -0.593 -0.164 -0.152
C -0.4871 -3.0951 3.4334 0.767 -0.430 -0.373 -0.199
C -0.3669 -4.2173 4.5086 -0.060 1.571 0.365 -0.083
C -2.3190 -2.4895 1.8349 -0.162 -4.206 -1.950 -0.198
N -2.1438 -1.1648 2.1043 -1.241 3.019 1.511 0.041
C -2.9109 -0.6095 3.0570 2.258 0.109 -1.311 0.006
C -2.7659 0.7868 3.2266 -0.341 2.218 -0.394 -0.251
C -3.2728 1.7581 4.1439 1.362 0.009 -1.183 -0.010
C -2.7681 3.0127 3.6890 0.080 -0.325 0.188 -0.072
C -2.0130 2.8062 2.5030 -1.817 -2.415 2.465 -0.091
N -2.0302 1.4786 2.2256 0.151 -0.926 -0.059 0.026
H -6.5236 -1.8613 -0.1778 0.290 -0.228 0.197 0.072
H -6.1837 -3.2250 0.9311 0.151 0.082 -0.466 0.085
H -5.5985 -3.2248 -0.7849 -0.158 -0.212 0.083 0.060
H -4.7400 -1.3109 1.4193 0.363 -0.132 -0.392 0.104
H -4.0177 -1.2777 -0.2090 -0.316 -0.330 0.254 0.116
H -4.0941 -4.6282 -0.1934 -0.162 0.274 0.169 0.101
H -2.2715 -6.1557 0.3631 -0.164 1.009 0.307 0.116
H -0.6195 -5.5118 2.0426 -0.608 0.870 -0.218 0.118
H -0.9216 -2.2096 3.8672 0.088 0.297 0.413 0.092
H 0.4766 -2.7799 3.0048 0.190 -0.140 0.639 0.119
H -1.3594 -4.4379 4.9463 0.418 -0.072 -0.423 0.083
H 0.2385 -3.7908 5.3442 -0.230 -0.571 -0.579 0.078
H 0.0941 -5.1150 4.1183 0.061 -0.158 0.082 0.052
H -3.4841 -1.2586 3.7102 -0.252 0.140 -0.025 0.153
H -3.7930 1.4968 5.0552 -0.139 0.325 -0.118 0.097
H -2.8155 3.9890 4.1868 -0.281 -0.613 -0.196 0.093
H -1.4548 3.5419 2.0129 0.693 0.573 -1.044 0.100
O 0.7080 1.4287 3.3021 -0.220 -0.147 -0.310 0.083
C 1.2410 0.7657 2.4437 0.593 -1.078 0.087 -0.602
O 0.6213 -0.1442 1.6638 0.211 0.959 0.239 -0.012
C 2.7284 0.8213 2.1824 0.280 0.421 0.770 -0.235
P 3.0400 1.8935 0.6919 -0.115 -0.598 -0.318 1.068
C 4.8412 1.5990 0.5494 0.863 -0.384 0.734 -0.361
C 5.1996 0.4387 -0.1692 -0.056 1.693 0.594 -0.123
C 6.4920 -0.0066 -0.1806 1.404 -0.513 0.420 -0.087
C 7.4938 0.7357 0.4720 0.304 -1.316 -0.853 -0.093
C 7.1494 1.8482 1.1839 1.735 0.570 0.805 -0.119
C 5.8544 2.2542 1.2869 -1.666 0.338 -0.324 -0.086
C 3.0181 3.5548 1.3830 0.373 0.891 -0.306 -0.399
C 3.6608 4.5055 0.5534 0.014 0.056 0.534 -0.130
C 3.8561 5.8113 0.9942 -0.168 0.283 -0.159 -0.096
C 3.2692 6.2553 2.1935 0.734 -0.169 -0.304 -0.088
C 2.6472 5.2911 2.9849 -0.012 0.686 0.657 -0.095
C 2.5059 3.9549 2.6218 0.033 -0.006 -0.895 -0.069
H 3.1304 -0.1825 1.9988 -0.208 0.260 -0.192 0.098
H 3.2302 1.2355 3.0858 -0.259 -0.180 -0.613 0.110
H 4.4496 -0.0065 -0.7592 -0.820 -0.866 -0.495 0.075
H 6.7404 -0.9883 -0.5954 -0.046 0.516 -0.260 0.107
H 8.5527 0.4341 0.4160 -0.696 0.005 0.057 0.110
H 7.9523 2.3823 1.7303 -0.667 -0.240 -0.380 0.118
H 5.6545 3.1070 1.9297 -0.326 -0.082 -0.185 0.109
H 4.0596 4.2073 -0.4255 -0.078 0.042 0.491 0.107
H 4.5039 6.4705 0.4038 -0.543 -0.092 0.134 0.103
H 3.3746 7.3255 2.5070 -0.108 -1.264 -0.166 0.114
H 2.3479 5.5973 3.9797 -0.415 -0.023 -0.033 0.099
H 1.9245 3.2442 3.2112 0.425 0.311 0.151 0.089
O -0.7368 1.9729 -0.1741 -0.037 -1.402 -0.870 0.056
C -0.9519 1.1568 -1.1221 0.161 0.222 -0.176 -0.502
N -0.8930 1.3258 -2.4530 -0.508 0.106 -0.448 0.202
C -1.0612 -0.0535 -3.1563 -0.005 1.151 0.673 -0.212
C -1.4039 -0.9433 -1.8941 -0.380 -1.348 0.318 -0.354
O -1.7780 -2.1179 -1.9142 1.008 2.444 -0.114 0.101
N -1.2831 -0.1307 -0.7835 0.242 -0.048 0.764 0.178
C 0.2657 -0.3532 -3.8366 0.158 0.495 -0.203 -0.158
C 0.4771 0.1946 -5.1344 1.581 -1.244 0.904 0.001
C 1.7256 -0.0631 -5.7985 -2.388 1.495 0.640 -0.071
C 2.6360 -0.8056 -5.1175 1.650 -1.685 0.332 -0.113
C 2.4345 -1.3454 -3.8295 -0.090 0.302 -0.522 -0.070
C 1.2735 -1.0437 -3.1309 0.456 0.092 -0.697 -0.011
C -2.2354 -0.2279 -4.1146 -1.134 -0.625 0.310 -0.152
C -3.3892 0.5922 -4.0660 1.934 -0.299 0.841 -0.029
C -4.3991 0.3554 -4.9761 -1.685 0.875 -0.252 -0.115
C -4.3958 -0.7451 -5.8050 1.467 -0.221 -0.705 -0.085
C -3.3001 -1.6617 -5.7620 -1.544 0.676 0.326 -0.061
C -2.2698 -1.4535 -4.8647 -0.401 1.073 0.466 -0.024
H -0.6408 2.2640 -2.8389 -0.242 -1.634 0.164 0.190
H -0.2814 0.8304 -5.5599 -0.173 -0.123 -0.261 0.111
H 1.9189 0.4046 -6.7753 0.001 -0.449 0.533 0.111
H 3.5843 -1.0749 -5.5947 -0.306 0.213 0.041 0.106
H 3.1799 -2.0347 -3.4135 -0.196 0.608 -0.045 0.109
H 1.2696 -1.3016 -2.0626 -0.735 -0.078 -0.563 0.129
H -3.4570 1.3286 -3.2293 0.068 -0.261 -1.197 0.127
H -5.2531 1.0743 -5.0742 0.809 -0.778 0.376 0.119
H -5.1708 -0.8152 -6.5660 0.112 -0.305 0.247 0.100
H -3.3700 -2.5545 -6.3736 0.215 -0.010 0.151 0.101
H -1.6074 -2.2787 -4.6150 0.418 0.474 -0.367 0.125
```
Forces are in eV/Å.

Highest occupied orbital energy: -7.9 eV
Energy above the lowest of the compared OMol25 structures with the same formula, charge and spin: 0.0 kcal per mole
Net charge: 0
Frontier orbital gap: 7.89 eV
LUMO energy: -0.03 eV

---

# 3
Here is a molecular structure, C8B2BaO16 in a non-equilibrium geometry from the Open Molecules 2025 dataset. Energies are from ωB97M-V/def2-TZVPD.

Geometry as XYZ:
```
27
Properties=species:S:1:pos:R:3:forces:R:3:mulliken_spin:R:1
Ba 14.5504 25.0298 -0.9239 0.113 0.044 1.024 1.288
O 17.3756 31.0162 3.5401 -0.426 -0.970 -0.996 0.000
C 17.6888 29.9022 3.1997 0.643 1.606 1.979 0.002
O 16.9411 28.8230 3.0525 -1.065 0.904 -0.151 0.001
B 17.7559 27.6571 2.9695 1.351 0.387 1.154 0.021
O 19.1491 28.1718 2.9263 0.301 -1.101 0.025 0.001
C 19.1652 29.4559 3.1806 1.582 1.594 -0.279 -0.001
O 20.1483 30.1721 3.3458 -1.908 -1.523 -0.334 0.000
O 17.4119 26.9237 1.7739 -0.624 -1.248 -2.200 0.019
C 16.8379 25.7851 2.0425 1.068 1.433 2.763 -0.139
O 16.1820 25.0590 1.3592 -0.717 -0.777 -2.284 -0.099
C 16.9749 25.5903 3.5776 -1.661 -0.366 2.608 -0.003
O 17.5476 26.7302 4.1049 -0.827 -2.237 -1.575 0.002
O 16.4040 24.6858 4.1884 2.113 2.109 -1.574 -0.002
O 12.3575 24.9757 0.8027 0.390 -1.816 -3.654 -0.116
C 12.3709 25.4991 1.8448 1.380 3.763 5.231 0.061
O 13.4720 26.0114 2.4898 -2.143 -1.000 -1.614 -0.010
B 13.0086 26.6613 3.7576 1.636 0.889 0.817 -0.014
O 11.6163 26.3707 3.9043 -1.175 -0.316 -1.436 0.006
C 11.1379 25.8549 2.7631 -0.127 -1.328 0.874 -0.011
O 10.0104 25.5092 2.5362 0.662 0.608 -0.074 -0.001
O 13.8212 26.1106 4.8896 -1.764 -0.682 -1.802 -0.002
C 14.5219 27.0485 5.4019 3.938 1.003 4.332 -0.001
O 15.3395 26.8881 6.3514 -2.946 0.904 -3.367 0.000
C 14.1702 28.4158 4.7254 1.580 3.787 1.781 0.001
O 13.2612 28.1616 3.7360 1.208 -0.724 1.244 -0.003
O 14.6347 29.5271 5.1476 -2.583 -4.943 -2.492 0.000
```
Forces are in eV/Å.

Highest occupied orbital energy (spin up / spin down): -3.7 / -6.9 eV
Net charge: -1
Frontier orbital gap (spin up / spin down): 4.83 / 8.11 eV
2S+1: 2
Expectation value of S²: 0.7502
LUMO energy (spin up / spin down): 1.17 / 1.21 eV